{
  "formula": "C2H3FO2",
  "method": "ωB97M-V/def2-TZVPD",
  "elements": ["O", "H", "H", "C", "F", "C", "H", "O"],
  "positions_angstrom": [[1.78170, -0.38525, 0.00399], [-3.78186, -0.35247, -0.05965], [0.90175, 1.46180, 0.03396], [-0.57949, -0.33809, 0.00551], [2.98290, 0.31177, -0.00279], [0.79575, 0.36588, 0.00798], [-0.57077, -1.44202, -0.01015], [-1.52998, 0.37838, 0.02113]],
  "atomic_forces_ev_per_a": [[0.108, -0.145, -0.086], [0.762, 0.331, 0.047], [0.005, -0.106, -0.065], [0.807, -0.915, -0.015], [-0.291, -0.073, 0.036], [0.175, 0.680, 0.146], [-0.099, 0.094, -0.006], [-1.467, 0.134, -0.056]],
  "total_charge": 2,
  "spin_multiplicity": 1,
  "energy_ha": -327.16132,
  "gap_ev": [6.48, 9.78]
}